1.
Molecular formula: C32H74O32
Method: DFT, ωB97M-V/def2-TZVPD

```
138
Properties=species:S:1:pos:R:3:mulliken_charge:R:1
C 1.476 -0.607 -6.361 -0.777
O 0.532 -0.263 -5.317 -0.181
H 2.020 0.280 -6.716 0.145
H 2.150 -1.284 -5.884 0.309
H 0.946 -1.034 -7.206 0.264
H 0.007 0.511 -5.551 0.380
C 1.142 -3.850 -2.027 0.412
O 2.243 -4.796 -2.116 -0.607
H 0.470 -4.071 -2.844 0.077
H 0.668 -3.865 -1.069 -0.306
H 1.505 -2.781 -2.268 0.049
H 2.765 -4.738 -1.300 0.314
C -2.225 -3.720 -0.200 -0.666
O -1.422 -4.070 0.858 -0.436
H -1.895 -4.281 -1.067 0.223
H -3.285 -3.889 0.005 0.421
H -2.183 -2.646 -0.363 0.136
H -1.872 -4.137 1.715 0.037
C -4.766 0.358 -2.735 -0.631
O -3.753 0.040 -3.728 -0.477
H -4.689 1.334 -2.316 0.281
H -5.709 0.219 -3.208 0.346
H -4.770 -0.331 -1.905 0.176
H -2.968 -0.466 -3.433 0.371
C -2.052 -3.200 -4.163 -0.877
O -1.697 -1.907 -3.433 -0.100
H -2.881 -2.961 -4.763 0.290
H -1.257 -3.500 -4.817 0.352
H -2.272 -3.976 -3.420 0.223
H -0.814 -1.630 -3.773 0.149
C 3.665 5.495 3.882 -0.763
O 3.418 4.072 3.614 -0.244
C 3.995 3.547 2.532 0.583
O 4.829 4.025 1.837 -0.607
O 3.502 2.321 2.379 0.246
C 4.128 1.491 1.385 -0.706
H 4.718 5.788 3.848 0.312
H 3.374 5.649 4.932 0.239
H 2.976 6.037 3.261 0.307
H 5.143 1.824 1.205 0.406
H 3.551 1.366 0.456 0.074
H 4.178 0.511 1.785 0.194
C 4.681 5.588 -1.721 -0.754
O 3.788 4.738 -2.444 -0.246
C 4.236 3.569 -2.845 0.535
O 5.297 3.115 -2.606 -0.585
O 3.248 2.867 -3.427 0.149
C 3.665 1.486 -3.622 -0.381
H 5.055 5.301 -0.716 0.203
H 4.175 6.537 -1.792 0.280
H 5.585 5.706 -2.266 0.391
H 4.675 1.361 -4.019 0.395
H 2.968 1.073 -4.324 -0.083
H 3.596 0.997 -2.675 0.167
C -6.167 -1.005 4.064 -0.614
O -4.873 -0.344 3.923 -0.302
C -4.346 -0.608 2.718 0.747
O -4.839 -1.365 1.882 -0.628
O -3.260 0.130 2.577 -0.242
C -2.739 0.351 1.336 -0.106
H -6.383 -1.045 5.149 0.248
H -6.151 -2.029 3.694 0.210
H -6.979 -0.490 3.565 0.317
H -1.976 -0.396 1.139 -0.115
H -2.257 1.361 1.290 0.072
H -3.451 0.281 0.507 0.355
C 2.531 4.007 -6.431 -0.687
O 1.591 2.951 -6.204 -0.152
C 0.419 3.303 -5.673 0.798
O 0.077 4.357 -5.198 -0.582
O -0.419 2.254 -5.868 -0.472
C -1.851 2.517 -5.824 -0.739
H 3.442 3.573 -6.913 0.258
H 2.855 4.474 -5.496 0.164
H 2.070 4.805 -7.031 0.324
H -2.313 1.539 -5.919 0.274
H -2.165 3.143 -6.695 0.319
H -2.128 3.040 -4.917 0.259
C -2.394 -2.623 4.568 -0.423
O -3.689 -3.235 4.366 -0.327
C -3.670 -4.411 3.675 1.010
O -2.734 -4.874 3.085 -0.747
O -4.844 -4.923 3.668 -0.354
C -5.162 -5.997 2.823 -0.733
H -1.801 -2.778 3.687 0.094
H -1.913 -2.925 5.482 0.292
H -2.592 -1.530 4.613 0.233
H -4.399 -6.128 2.034 0.321
H -6.180 -5.908 2.434 0.250
H -5.093 -6.856 3.477 0.318
C 1.325 -5.263 1.595 0.131
O 0.921 -6.008 2.708 -0.394
C 0.596 -5.263 3.752 0.815
O 0.671 -4.060 3.870 -0.389
O 0.236 -6.077 4.766 -0.358
C 0.026 -5.516 5.981 -0.618
H 2.086 -4.478 1.856 0.235
H 0.442 -4.780 1.207 -0.140
H 1.744 -5.993 0.864 0.215
H -0.947 -5.915 6.419 0.260
H -0.069 -4.441 6.003 0.197
H 0.862 -5.764 6.686 0.267
C -0.863 5.448 -1.842 -0.440
O -1.194 4.705 -0.725 -0.431
C -0.365 4.011 0.013 0.647
O -0.694 3.126 0.767 -0.321
O 0.847 4.527 -0.171 -0.509
C 1.849 3.724 0.420 0.057
H -0.271 6.311 -1.609 0.267
H -1.829 5.632 -2.250 0.267
H -0.273 4.866 -2.581 0.126
H 1.591 2.686 0.513 0.105
H 2.075 4.174 1.407 0.130
H 2.748 3.866 -0.171 0.004
C 2.438 -0.970 5.041 -0.726
O 2.131 0.105 4.142 -0.109
C 1.015 0.801 4.474 0.591
O 0.317 0.737 5.493 -0.650
O 0.858 1.753 3.532 0.302
C -0.164 2.741 3.898 -0.649
H 2.241 -0.624 6.045 0.396
H 3.526 -1.053 4.953 0.223
H 1.825 -1.833 4.772 0.132
H -1.083 2.288 3.568 0.116
H -0.026 3.568 3.217 0.127
H -0.160 2.991 4.995 0.331
C 0.936 -1.405 1.269 -0.251
O -0.025 -1.077 0.261 0.854
C 0.320 -0.036 -0.482 -0.060
O 1.430 0.464 -0.458 -0.674
O -0.636 0.340 -1.261 0.198
C -0.062 1.030 -2.351 -0.362
H 0.628 -2.383 1.683 -0.560
H 0.906 -0.672 2.048 0.012
H 1.899 -1.541 0.954 0.586
H 0.541 1.877 -2.081 0.171
H -0.932 1.239 -2.992 -0.022
H 0.484 0.321 -3.037 0.250
```

Summary:
**Charge**: 0
**HOMO level**: -9.67 eV
**Orbital gap**: 10.2 eV
**Energy**: -99900.131 eV



2.
Molecular formula: C8H11IO2
Method: DFT, ωB97M-V/def2-TZVPD

```
22
Properties=species:S:1:pos:R:3:nbo_charge:R:1
C 0.917 1.770 -0.746 0.430
C 1.150 -1.908 -0.584 0.371
C 0.188 0.497 -0.612 -0.190
C 0.979 -0.649 0.040 -0.211
C -0.251 0.052 0.780 0.053
C -0.724 0.305 -1.824 -0.606
C -1.381 -1.069 0.682 -0.622
C -0.221 0.862 2.014 -0.638
O 0.920 2.584 0.184 -0.521
O 0.356 -2.497 -1.303 -0.523
I 2.912 0.190 0.565 0.122
H 1.323 1.860 -1.778 0.144
H 2.068 -2.382 -0.123 0.132
H -0.085 0.530 -2.698 0.216
H -1.375 1.199 -1.793 0.219
H -1.237 -0.629 -1.824 0.245
H -1.222 -1.907 1.501 0.221
H -1.376 -1.509 -0.328 0.234
H -2.329 -0.523 0.916 0.218
H -0.741 0.359 2.821 0.218
H -0.728 1.839 1.807 0.248
H 0.858 1.028 2.303 0.242
```

Summary:
**Charge**: 0
**HOMO level**: -9.53 eV
**Orbital gap**: 9.4 eV
**Energy**: -20667.028 eV



Which of these has the lowest orbital gap?
C8H11IO2



Which value of HOMO level does entry 2 give?
-9.53 eV



Number 1 is which compound?
C32H74O32



What is the formula in the first record?
C32H74O32